{"formula": "C41H49BIrO2P2", "method": "wB97M-V/def2-TZVPD", "s2": 8.7740, "e_lumo_ev": [-6.01, -8.63], "total_charge": 2, "e_above_lowest_kj_mol": 293.7, "fmax_ha_per_bohr": 0.0938, "multiplicity": 6, "species": ["Ir", "C", "C", "C", "C", "C", "C", "C", "C", "C", "H", "H", "H", "H", "H", "H", "H", "H", "H", "H", "H", "H", "H", "H", "H", "P", "P", "C", "C", "C", "C", "C", "C", "C", "C", "C", "C", "C", "C", "C", "C", "C", "C", "C", "C", "C", "C", "C", "C", "C", "C", "C", "C", "H", "H", "H", "H", "H", "H", "H", "H", "H", "H", "H", "H", "H", "H", "H", "H", "H", "H", "H", "H", "H", "H", "C", "C", "C", "O", "B", "O", "C", "C", "C", "H", "H", "H", "H", "H", "H", "H", "H", "H", "H", "H", "H"], "positions_angstrom": [[0.170824, 0.475857, 0.339453], [-1.407708, 1.052512, -3.239369], [-1.595180, -0.284390, -3.186167], [-1.032731, -1.178896, -4.252766], [0.350689, -0.735637, -4.793673], [1.332726, 0.001487, -3.891948], [1.275820, 1.332935, -3.765762], [0.386839, 2.185662, -4.627383], [-1.068351, 1.726713, -4.533337], [1.646416, 0.556345, 1.831198], [-1.591039, 1.730888, -2.413173], [-2.447216, -0.781156, -2.694535], [-1.716876, -1.209812, -5.118978], [-0.965657, -2.208834, -3.886620], [0.859027, -1.648058, -5.136400], [0.178106, -0.154843, -5.710638], [2.244488, -0.551525, -3.641420], [2.020745, 1.940036, -3.239350], [0.652074, 2.125100, -5.700112], [0.492363, 3.241684, -4.347224], [-1.721705, 2.606002, -4.677616], [-1.297910, 1.036230, -5.356280], [1.422737, 1.469883, 2.418015], [2.700614, 0.710179, 1.516408], [1.670514, -0.344878, 2.472219], [-1.192602, -1.020876, -0.709159], [2.235183, -0.052658, -0.620171], [0.173640, -1.766507, -1.643760], [1.510000, -1.464599, -1.548084], [-2.163039, -2.492674, -0.224114], [-2.707607, -3.313735, -1.230613], [-3.549630, -4.358970, -0.858471], [-3.760311, -4.619944, 0.504616], [-3.167497, -3.842905, 1.509507], [-2.344881, -2.782764, 1.135007], [-2.477609, 0.410877, -0.619661], [-1.987230, 1.688730, -0.344129], [-2.749507, 2.833233, -0.622004], [-4.059981, 2.660068, -1.098422], [-4.594734, 1.375319, -1.264858], [-3.814113, 0.240209, -1.009486], [3.644219, -1.002700, 0.052366], [3.379851, -2.216592, 0.708276], [4.430665, -3.062542, 1.043143], [5.742261, -2.685850, 0.760789], [6.006472, -1.424615, 0.229152], [4.965319, -0.578192, -0.126604], [2.886693, 1.683964, -0.893749], [2.542379, 2.749712, -0.032343], [2.972137, 4.046124, -0.287943], [3.622007, 4.328406, -1.496238], [3.970696, 3.280079, -2.359773], [3.794539, 1.945133, -1.955182], [-0.131341, -2.648724, -2.212688], [2.271809, -2.184517, -1.949525], [-2.469649, -3.116217, -2.277734], [-4.037956, -4.955193, -1.633300], [-4.394631, -5.451897, 0.796210], [-3.337085, -4.037100, 2.571889], [-1.834965, -2.166761, 1.867483], [-0.890253, 1.853940, -0.046628], [-2.307968, 3.829094, -0.482267], [-4.661027, 3.541495, -1.331650], [-5.632429, 1.256549, -1.595900], [-4.220926, -0.753583, -1.172501], [2.352313, -2.496714, 0.927938], [4.208396, -4.013888, 1.516075], [6.549942, -3.376259, 0.972198], [7.033316, -1.108667, 0.078295], [5.174483, 0.402316, -0.534434], [1.953705, 2.577748, 0.858715], [2.779360, 4.820802, 0.460143], [3.861239, 5.356257, -1.742121], [4.364272, 3.500704, -3.355543], [4.227039, 1.134570, -2.562325], [-0.463892, -1.282813, 5.390810], [-1.224281, -0.539241, 4.321977], [-2.642550, -1.065674, 4.406631], [-0.688891, -0.852109, 3.026230], [-0.668747, 0.328775, 2.272741], [-1.094750, 1.434980, 3.036964], [-1.136470, 1.012506, 4.409961], [-2.323028, 1.658829, 5.080976], [0.077892, 1.476665, 5.203608], [0.602942, -1.051301, 5.394473], [-0.566170, -2.364298, 5.219552], [-0.899164, -1.039141, 6.366920], [-2.624733, -2.140951, 4.216882], [-3.055654, -0.906478, 5.409037], [-3.297819, -0.611809, 3.657102], [-2.381779, 1.357983, 6.134609], [-2.226134, 2.750737, 5.061504], [-3.255988, 1.402856, 4.575019], [1.021415, 1.024383, 4.878925], [0.200127, 2.566169, 5.155659], [-0.076885, 1.226765, 6.265422]], "forces_ev_per_angstrom": [[1.0, -1.3, 2.2], [0.3, 4.2, -0.5], [-1.1, -4.6, -0.8], [1.1, 0.1, 0.4], [0.7, -0.7, -0.6], [0.1, 0.6, -1.1], [1.0, 0.4, -0.8], [-0.3, 0.2, 0.2], [-1.4, 0.2, -0.7], [1.7, 0.8, 1.6], [0.1, -0.4, -0.2], [0.0, 0.8, -0.6], [-0.2, 0.1, 0.4], [-0.3, 0.2, -0.2], [-0.2, 0.2, 0.0], [0.3, -0.1, 0.2], [-0.6, 0.3, 0.4], [-0.3, -0.8, -0.3], [0.2, 0.0, 0.5], [-0.2, -0.3, 0.0], [0.1, -0.4, 0.2], [0.0, 0.4, 0.2], [0.0, -0.6, 0.1], [-0.7, -0.1, 0.2], [-0.3, 0.4, -0.3], [0.3, -0.2, 0.5], [0.0, -0.5, 0.5], [0.3, -0.6, 0.3], [0.4, -0.2, -0.9], [0.4, 0.0, -0.1], [0.0, 0.4, 0.5], [0.2, 0.1, 0.2], [-0.1, 0.1, 0.1], [0.1, 0.0, -0.6], [-0.2, 0.2, -0.4], [-0.5, -0.4, 0.1], [-0.5, 0.3, -0.6], [0.1, -0.2, 0.3], [0.4, 0.0, 0.1], [0.0, -0.2, 0.2], [0.0, 0.8, -0.1], [-0.3, 0.2, 0.5], [0.2, 0.1, -0.3], [-0.3, 0.2, 0.0], [-0.2, 0.2, 0.0], [0.1, -0.3, 0.0], [-0.3, 0.0, 0.1], [1.3, -0.2, -1.0], [-0.3, -0.4, -0.4], [0.3, 0.0, -0.3], [-0.2, -0.5, 0.2], [0.3, -0.1, 0.4], [-1.0, 0.4, -0.2], [0.4, 0.0, 0.3], [-0.9, 0.8, 0.1], [-0.3, -0.1, 0.2], [0.2, 0.1, 0.4], [0.0, 0.1, -0.1], [0.0, -0.1, -0.5], [-0.2, -0.1, 0.0], [-1.1, 1.3, -0.3], [-0.4, -0.5, 0.0], [0.2, -0.3, 0.1], [0.4, 0.1, 0.1], [0.0, 0.1, 0.1], [0.1, -0.1, -0.1], [0.1, 0.1, 0.0], [0.0, 0.1, 0.1], [-0.1, 0.0, 0.0], [0.1, -0.1, 0.0], [0.0, 0.1, -0.2], [0.0, -0.2, -0.4], [0.0, -0.1, -0.1], [0.3, -0.1, 0.5], [-0.5, 0.4, 0.2], [0.6, -0.3, 0.1], [-0.6, -0.1, 0.9], [-0.5, -0.1, -0.4], [0.4, 1.1, -1.4], [-0.8, 0.1, 2.3], [0.9, -1.0, -1.7], [-0.1, 0.0, 1.2], [-0.7, 0.3, 0.0], [0.6, 0.2, 0.0], [-0.1, 0.0, 0.1], [0.0, 0.3, 0.1], [0.2, -0.1, -0.1], [0.0, 0.0, 0.1], [0.0, 0.0, -0.3], [0.0, 0.0, 0.1], [-0.1, 0.0, -0.3], [0.1, -0.2, 0.0], [0.0, 0.1, 0.1], [-0.1, 0.0, 0.0], [-0.2, -0.2, -0.1], [0.2, 0.0, -0.4]]}